No. 1
Molecular formula: C6H18NOP2
Method: DFT, the ωB97M-V functional and the def2-TZVPD basis

As for the LUMO energy: -2.68 eV. Its gap between HOMO and LUMO is 10.215 eV.

```
! RIJCOSX wB97M-V def2-TZVPD def2/J DEFGRID3
* xyz 1 1
C 1.694 -0.330 1.105
C 2.015 0.890 0.327
C 2.297 -1.658 0.499
C 1.025 1.970 0.709
C 1.619 -2.226 -0.818
C -0.104 2.313 0.102
N -0.664 1.441 -1.002
O -3.735 1.352 -0.385
P -0.098 -1.705 -1.153
P -3.687 0.092 0.801
H 2.012 -0.188 2.167
H 0.656 -0.542 1.018
H 2.001 0.581 -0.642
H 3.088 1.257 0.367
H 3.440 -1.508 0.470
H 2.010 -2.482 1.240
H -4.573 0.672 1.932
H 1.345 2.628 1.506
H 1.611 -3.345 -0.658
H 2.218 -1.989 -1.720
H -0.862 2.905 0.573
H -1.648 1.493 -0.890
H -0.543 0.316 -1.096
H -0.353 1.746 -1.864
H -4.628 1.801 -0.395
H -0.942 -2.222 -0.171
H -0.413 -2.491 -2.260
H -4.780 -0.772 0.238
*
```

Per-atom Löwdin charges, elementary charge units: atom 1 (C): -0.248, atom 2 (C): -0.212, atom 3 (C): -0.224, atom 4 (C): -0.053, atom 5 (C): -0.452, atom 6 (C): -0.052, atom 7 (N): 0.139, atom 8 (O): -0.536, atom 9 (P): 0.869, atom 10 (P): 0.720, atom 11 (H): 0.139, atom 12 (H): 0.054, atom 13 (H): 0.064, atom 14 (H): 0.155, atom 15 (H): 0.137, atom 16 (H): 0.121, atom 17 (H): -0.061, atom 18 (H): 0.123, atom 19 (H): 0.089, atom 20 (H): 0.080, atom 21 (H): 0.114, atom 22 (H): 0.055, atom 23 (H): 0.020, atom 24 (H): 0.115, atom 25 (H): 0.068, atom 26 (H): -0.073, atom 27 (H): -0.068, atom 28 (H): -0.083



No. 2
Molecular formula: CH2S3
Method: DFT, the ωB97M-V functional and the def2-TZVPD basis

The value obtained for the energy relative to the best compared isomer or geometry (same formula, charge and spin) is 41.01 kcal per mole. As for the LUMO energy (spin up / spin down): 0.77 / -3.05 eV. The expectation value of S² is 2.0082. Its gap between HOMO and LUMO (spin up / spin down) is 7.637 / 5.979 eV.

```
! RIJCOSX wB97M-V def2-TZVPD def2/J DEFGRID3
* xyz 0 3
C 0.596 -0.107 -0.428
S 0.834 -1.159 0.884
S -0.585 0.507 0.780
S -2.414 0.600 0.637
H 1.414 0.648 -0.584
H 0.155 -0.489 -1.289
*
```

Per-atom Löwdin charges, elementary charge units: atom 1 (C): -0.900, atom 2 (S): 0.501, atom 3 (S): 0.117, atom 4 (S): 0.207, atom 5 (H): 0.059, atom 6 (H): 0.016